[1]
{
  "formula": "C8H14FNS",
  "method": "ωB97M-V/def2-TZVPD",
  "elements": ["S", "F", "N", "C", "C", "C", "C", "C", "C", "C", "C", "H", "H", "H", "H", "H", "H", "H", "H", "H", "H", "H", "H", "H", "H"],
  "positions_angstrom": [[1.05230, 0.16896, -0.95544], [1.95224, -1.23927, 2.32653], [1.02921, -1.42344, -0.40718], [0.04626, 3.15267, -0.77684], [-1.65057, 2.45211, 0.94348], [0.37014, -1.92655, 0.77017], [-0.88310, 2.01465, -0.33781], [-0.15262, 0.79421, -0.05282], [-1.08948, -2.04949, 0.27466], [1.83778, -2.45145, -1.13245], [0.71501, -1.74212, 2.21304], [-1.54565, 1.88453, -1.20760], [2.41110, -2.01053, -1.88807], [1.18583, -3.14234, -1.60019], [2.48927, -3.00729, -0.43882], [0.80695, -2.99804, 0.93277], [-1.55510, -1.17724, 0.30923], [0.26247, 3.90161, 0.02187], [-1.68568, -2.83930, 0.79494], [-2.50524, 1.69462, 1.18420], [-0.99959, -2.50608, -0.75313], [-2.07274, 3.42940, 0.75090], [-0.75489, 2.48633, 1.63410], [0.98758, 2.63730, -1.12217], [-0.25149, 3.89675, -1.48340]],
  "atomic_forces_ev_per_a": [[-1.801, 0.063, 1.197], [-0.680, -0.214, -0.429], [3.219, -0.779, -0.272], [2.010, 0.469, 0.683], [0.151, -1.592, -0.520], [-0.658, -0.886, -0.392], [-0.387, 1.971, -0.093], [0.801, -1.865, -0.910], [1.546, -6.251, 0.381], [-0.540, 0.819, 2.061], [0.070, 0.703, -0.531], [-0.078, -0.624, 0.348], [0.986, 0.804, -1.067], [-0.840, -0.892, -0.501], [-0.070, 0.345, -0.246], [-0.636, 0.791, -0.296], [-1.962, 3.737, -0.114], [0.353, -1.133, 0.226], [0.383, 0.785, 0.160], [1.835, 1.354, 0.023], [-0.252, 0.938, 0.832], [-0.144, 0.313, 0.357], [-1.771, 0.074, 0.151], [-0.665, 1.304, 0.217], [-0.870, -0.233, -1.266]],
  "fmax_ev_per_a": 6.5,
  "e_above_lowest_kj_mol": 102.0,
  "homo_lumo_gap_ev": 8.1516,
  "lumo_energy_ev": 0.12
}

[2]
{
  "formula": "C8H14IN2",
  "method": "ωB97M-V/def2-TZVPD",
  "elements": ["I", "N", "N", "C", "C", "C", "C", "C", "C", "C", "C", "H", "H", "H", "H", "H", "H", "H", "H", "H", "H", "H", "H", "H", "H"],
  "positions_angstrom": [[-0.29572, 4.68877, -1.85902], [-1.59835, 1.85433, -2.26407], [-0.57043, -1.18918, 2.15869], [1.76918, 1.02433, -1.01986], [0.14773, -1.52068, 3.27808], [-0.35727, 2.47728, -1.60273], [-0.52713, -2.22968, 1.26761], [-1.95399, 0.55255, -1.56977], [1.03102, 1.83797, -2.28075], [0.66219, -2.78466, 3.09469], [0.23546, -3.23335, 1.82197], [-1.29433, -0.31700, -2.04475], [-1.03995, -2.16638, 0.31723], [-1.74341, 0.57182, -0.39719], [-3.11800, 0.38636, -1.76096], [0.23209, -0.83011, 4.10655], [-1.05695, -0.31406, 2.01343], [1.27789, -3.32562, 3.80163], [0.79806, 1.12749, -3.19394], [-0.34055, 2.25900, -0.42929], [2.03323, 1.83774, -0.21137], [0.89469, 0.37187, -0.54015], [1.67777, 2.73628, -2.67873], [0.45915, -4.18625, 1.36015], [2.67762, 0.37117, -1.36746]],
  "atomic_forces_ev_per_a": [[-0.082, -0.168, 0.095], [2.125, 0.454, 2.652], [0.023, -0.206, 0.064], [-1.299, 0.616, -0.476], [0.015, 0.021, -0.001], [-1.712, -4.328, -1.263], [-0.020, 0.039, -0.038], [0.218, 1.149, -0.712], [0.515, 0.646, 0.895], [0.024, 0.238, 0.321], [-0.219, 0.057, -0.292], [-1.424, 1.026, 1.128], [0.122, 0.038, 0.128], [-0.392, -0.154, -1.729], [2.443, -0.085, 0.441], [0.022, -0.132, -0.142], [0.177, -0.273, -0.095], [-0.091, 0.106, -0.096], [0.124, 1.447, 2.070], [0.122, 0.646, -2.053], [-0.151, -1.739, -1.589], [2.103, 1.079, -1.024], [-0.895, -1.928, 0.809], [-0.045, 0.169, 0.051], [-1.701, 1.281, 0.858]],
  "fmax_ev_per_a": 4.8,
  "homo_lumo_gap_ev": 5.2920,
  "charge": -1,
  "lumo_energy_ev": 3.07
}

[3]
{
  "formula": "C8H14INO4PSr",
  "method": "ωB97M-V/def2-TZVPD",
  "elements": ["I", "Sr", "P", "O", "O", "O", "O", "N", "C", "C", "C", "C", "C", "C", "C", "C", "H", "H", "H", "H", "H", "H", "H", "H", "H", "H", "H", "H", "H", "H"],
  "positions_angstrom": [[3.44173, -1.95732, 0.14392], [4.18384, 2.04575, -0.42644], [1.14915, 0.40312, -0.35027], [-2.39755, 0.52358, -0.43217], [-0.16935, 0.68993, -1.47315], [0.91370, 1.89038, 0.55714], [2.14837, 1.18670, -1.59750], [-3.84063, 1.41329, -2.39588], [0.54935, -2.39290, -1.15669], [-0.91080, 1.34412, 2.21360], [-3.11724, 0.86704, -1.61493], [0.21989, -3.10624, 0.26107], [1.70802, -1.28882, -1.07594], [-1.14129, 1.29384, -0.56181], [-0.53408, 1.97170, 0.79435], [-2.21824, 1.22758, 2.75984], [2.74083, 1.85416, -1.18661], [-0.04701, -2.36023, 1.08637], [-0.40138, -1.97144, -1.65565], [0.88060, -3.25753, -1.84870], [-0.03241, 0.93246, 2.83770], [0.15588, -0.34939, 0.36383], [1.06018, -3.78077, 0.63137], [-2.53654, 1.60106, 3.79599], [-1.49986, 2.19812, -1.17798], [2.22368, 0.20690, 0.61098], [2.13547, -1.16706, -2.14168], [-0.90707, 3.04539, 0.75418], [-3.04779, 0.71581, 2.14646], [-0.70944, -3.77924, 0.13860]],
  "atomic_forces_ev_per_a": [[-0.250, 0.289, -0.844], [3.223, -0.911, 2.644], [-1.611, -2.435, 0.822], [-0.455, 0.884, -3.392], [-0.238, 0.809, 3.257], [-1.735, -0.077, -0.698], [2.987, 1.773, 0.299], [3.067, -2.606, 2.788], [0.348, -1.340, 0.516], [-1.393, -0.377, 0.991], [-1.558, 1.536, 0.947], [-0.931, 0.030, -0.197], [-0.633, -0.664, -2.326], [-0.713, 2.752, -2.814], [-0.272, -1.843, -0.330], [1.049, -0.163, -1.325], [-6.226, -0.995, -2.962], [0.492, -0.975, -1.182], [1.586, -0.246, 1.017], [-0.341, 1.493, 0.960], [-1.066, 2.013, -0.628], [0.658, 0.507, 0.855], [-0.986, 1.005, -0.627], [1.137, -1.759, -1.089], [0.709, -1.156, 1.020], [0.479, 0.957, -0.244], [-0.499, -0.275, 1.737], [0.746, -1.403, 0.287], [0.955, 2.134, 0.436], [1.471, 1.042, 0.083]],
  "fmax_ev_per_a": 7.0,
  "homo_lumo_gap_ev": 4.4414,
  "charge": 1,
  "lumo_energy_ev": -6.32
}

[4]
{
  "formula": "C8H14N",
  "method": "ωB97M-V/def2-TZVPD",
  "elements": ["N", "C", "C", "C", "C", "C", "C", "C", "C", "H", "H", "H", "H", "H", "H", "H", "H", "H", "H", "H", "H", "H", "H"],
  "positions_angstrom": [[0.43861, 1.18520, -0.58210], [-0.21709, -3.06084, -0.13807], [-1.88218, 1.48017, 0.17298], [-1.00015, -0.72499, -0.73081], [-0.00276, -4.22351, -0.75294], [1.47058, 1.18891, 0.52884], [1.28769, 2.38893, 1.39908], [-0.77329, 0.50698, -0.33065], [-0.84238, -1.99266, -0.93660], [2.36007, 1.26517, -0.10139], [0.81875, -4.96859, -0.34249], [0.28136, 2.25926, -0.74279], [0.59495, 2.15445, 2.21022], [0.90936, 3.29252, 0.79224], [1.57706, 0.20332, 1.08347], [-1.31559, -2.27957, -1.89642], [2.34181, 2.62149, 1.79460], [-0.69173, -4.49861, -1.61533], [-1.53216, 2.53772, 0.36267], [0.38750, -2.70481, 0.70116], [-2.28011, 1.16164, 1.16649], [-2.61941, 1.51869, -0.59145], [0.68912, 0.68913, -1.45073]],
  "atomic_forces_ev_per_a": [[1.019, 1.603, -0.863], [-1.547, 9.430, 0.059], [1.138, 0.039, 1.548], [0.564, 5.570, 2.765], [1.512, -8.028, -2.558], [1.324, -1.216, -1.120], [1.050, 1.203, 0.176], [-4.260, -0.043, 0.647], [1.140, -7.052, -0.244], [0.390, 0.174, 0.570], [-1.976, 1.608, -1.264], [0.163, -2.545, -0.244], [0.153, 0.422, 0.011], [0.677, -1.194, 1.046], [-0.749, 1.153, -0.853], [0.371, -0.470, 0.466], [-1.818, -0.037, -0.250], [1.255, -0.032, 1.338], [-0.018, -1.087, -0.394], [-0.590, -0.388, 0.154], [-0.003, 0.028, -0.998], [-0.953, 0.046, -0.280], [1.159, 0.817, 0.289]],
  "fmax_ev_per_a": 9.6,
  "e_above_lowest_kj_mol": 188.4,
  "multiplicity": 3,
  "homo_lumo_gap_ev": [6.0024, 7.4066],
  "charge": 1,
  "lumo_energy_ev": [-3.21, -6.19],
  "s_squared": 2.019
}

[5]
{
  "formula": "C8H14N2",
  "method": "ωB97M-V/def2-TZVPD",
  "elements": ["N", "N", "C", "C", "C", "C", "C", "C", "C", "C", "H", "H", "H", "H", "H", "H", "H", "H", "H", "H", "H", "H", "H", "H"],
  "positions_angstrom": [[-0.82813, -1.99537, -0.29052], [-1.42620, -0.76030, -0.50053], [0.17248, 0.73198, -0.53361], [-2.16063, 1.32195, 0.08687], [-2.29933, -0.21170, 0.44496], [1.35284, 0.23608, -0.28870], [0.42921, -2.06029, 0.47406], [1.57227, -1.27198, -0.27204], [2.60720, 1.07698, 0.00141], [-0.72776, 1.81334, -0.26651], [-2.08608, -0.37987, 1.47962], [-0.56237, -2.50491, -1.09127], [0.88192, -2.98229, 0.66310], [-2.76598, 1.85394, 0.74050], [2.51755, 2.07015, -0.31099], [2.90048, 1.30457, 1.06229], [3.42641, 0.74318, -0.63916], [-0.39289, 2.36310, 0.53052], [-3.30826, -0.40406, 0.26086], [0.13393, -1.73294, 1.39999], [2.42487, -1.64595, 0.27800], [-0.73719, 2.37817, -1.10994], [-2.80905, 1.45590, -0.74627], [1.68473, -1.39967, -1.37265]],
  "atomic_forces_ev_per_a": [[-0.077, -1.173, 1.793], [4.006, -0.227, -2.237], [-2.555, -3.869, 1.151], [-0.171, -1.767, -0.903], [2.353, 2.853, 0.015], [1.503, 0.229, 1.363], [-0.216, 2.148, -3.119], [-1.332, 0.691, 0.220], [-0.068, -0.077, 0.296], [-1.532, -1.797, 0.856], [0.357, -0.323, 0.919], [-0.821, 0.126, -1.896], [-0.304, -2.253, -0.283], [-0.162, 1.558, 2.154], [-0.774, 1.753, -0.927], [-0.216, -1.351, -0.654], [0.253, -0.468, 0.581], [1.092, 1.682, 1.991], [-1.737, -0.828, -0.456], [0.256, 1.648, 2.533], [0.890, 0.800, -0.255], [-0.496, 2.173, -2.390], [-0.069, -0.171, -1.493], [-0.180, -1.359, 0.741]],
  "fmax_ev_per_a": 4.8,
  "e_above_lowest_kj_mol": 597.8,
  "homo_lumo_gap_ev": 8.3144,
  "lumo_energy_ev": 0.97
}

[6]
{
  "formula": "C8H14N2",
  "method": "ωB97M-V/def2-TZVPD",
  "elements": ["N", "N", "C", "C", "C", "C", "C", "C", "C", "C", "H", "H", "H", "H", "H", "H", "H", "H", "H", "H", "H", "H", "H", "H"],
  "positions_angstrom": [[0.25657, -3.39731, -0.83655], [1.42530, -1.65254, 0.01435], [-0.70220, 0.19510, -0.55971], [-1.86077, 1.14573, -0.96924], [0.74542, 2.09185, 0.17604], [-0.14711, 0.46617, 1.89509], [0.33681, -2.04336, -0.59161], [-0.66855, -1.10388, -1.02257], [1.62779, -0.20297, 0.19378], [0.34102, 0.64659, 0.45487], [-0.10020, 2.76088, 0.42663], [2.34379, -0.02826, 1.01103], [0.99541, 2.26975, -0.86419], [-1.07651, 0.98807, 2.08558], [-1.40618, -1.42292, -1.72214], [-1.49604, 2.00708, -1.49790], [-0.60459, -3.81582, -1.02296], [2.06425, 0.15133, -0.75954], [0.56931, 0.86652, 2.60925], [-2.29240, 1.57606, -0.06568], [1.59573, 2.37318, 0.76644], [-0.30967, -0.58469, 2.11925], [0.96840, -3.91838, -0.30939], [-2.60556, 0.63182, -1.53082]],
  "atomic_forces_ev_per_a": [[1.483, 0.589, 0.405], [-0.891, 0.164, 0.013], [-0.862, -1.556, -0.644], [1.637, -0.585, 1.339], [-1.281, 0.407, 0.201], [-0.071, -0.045, -0.155], [2.618, 0.517, 1.375], [-0.478, 2.413, 0.552], [-0.814, -0.603, -0.526], [0.892, -0.380, -0.727], [0.463, -0.091, -0.037], [-0.155, -0.128, -0.293], [0.040, -0.148, -0.241], [-0.343, 0.175, -0.100], [-0.554, -0.226, -0.422], [0.285, 0.282, -0.560], [-1.279, -0.669, -0.145], [0.068, 0.118, 0.368], [0.255, -0.013, -0.030], [-0.239, -0.183, 0.139], [0.450, 0.164, 0.448], [0.046, -0.149, 0.000], [-0.748, 0.287, -0.528], [-0.524, -0.340, -0.433]],
  "fmax_ev_per_a": 3.0,
  "e_above_lowest_kj_mol": 37.3,
  "homo_lumo_gap_ev": 9.0469,
  "smiles": "CC1=CC(N)=NCC1(C)C",
  "lumo_energy_ev": 0.86
}